Record 1
Density functional theory data (wB97M-V/def2-TZVPD) for a single C4H9N molecule at a distorted geometry.

Cartesian coordinates (Å):
C 1.354 -0.689 0.148
C -0.036 -0.269 0.494
C -0.561 -0.771 1.614
C -0.253 1.049 -1.599
N -0.683 0.596 -0.336
H 2.214 -0.008 0.097
H 1.364 -0.923 -0.996
H 1.736 -1.360 0.964
H -0.076 -1.654 2.312
H -1.494 -0.532 1.970
H -1.174 1.237 -2.271
H 0.448 0.297 -2.004
H 0.362 2.002 -1.673
H -1.621 0.845 0.006

Values from the calculation:
HOMO energy ... -0.2785 Ha
Electronic energy ... -5782.065 eV
SMILES string ... C=C(C)NC



Record 2
Density functional theory data (wB97M-V/def2-TZVPD) for a 2-piece molecular cluster, C6H15NS overall at a distorted geometry.

Cartesian coordinates (Å):
C 1.878 0.841 0.352
C 2.147 -0.508 -0.282
S 3.916 -0.582 -0.715
C 0.417 0.922 0.829
N -0.554 0.815 -0.264
C -2.895 0.212 -0.954
C -1.713 -0.081 0.011
C -1.159 -1.542 -0.065
H 2.562 1.006 1.159
H 2.050 1.674 -0.353
H 1.698 -0.662 -1.277
H 1.949 -1.318 0.387
H 4.453 0.245 0.979
H 0.118 0.134 1.526
H 0.329 1.817 1.552
H -0.882 1.754 -0.504
H -3.211 1.170 -0.543
H -2.581 0.204 -1.983
H -3.603 -0.608 -0.768
H -2.072 0.069 1.030
H -1.737 -2.250 0.523
H -0.194 -1.523 0.466
H -0.918 -1.789 -1.106

Values from the calculation:
HOMO energy (spin up / spin down) ... -0.4640 / -0.4573 Ha
Electronic energy ... -18779.151 eV
2S+1 ... 2
Total charge ... +1



Repeat the first record exactly.
Density functional theory data (wB97M-V/def2-TZVPD) for a single C4H9N molecule at a distorted geometry.

Cartesian coordinates (Å):
C 1.354 -0.689 0.148
C -0.036 -0.269 0.494
C -0.561 -0.771 1.614
C -0.253 1.049 -1.599
N -0.683 0.596 -0.336
H 2.214 -0.008 0.097
H 1.364 -0.923 -0.996
H 1.736 -1.360 0.964
H -0.076 -1.654 2.312
H -1.494 -0.532 1.970
H -1.174 1.237 -2.271
H 0.448 0.297 -2.004
H 0.362 2.002 -1.673
H -1.621 0.845 0.006

Values from the calculation:
HOMO energy ... -0.2785 Ha
Electronic energy ... -5782.065 eV
SMILES string ... C=C(C)NC